Below is a structure of composition C49H35AsCrN6S2Se, with properties calculated with ωB97M-V/def2-TZVPD.

Geometry as XYZ:
```
95
C49H35AsCrN6S2Se ωB97M-V/def2-TZVPD
Cr 0.34070 -0.20052 0.74564
Se 4.94044 4.73491 4.03545
N 5.24315 3.29233 3.05687
C 4.07730 2.75720 2.84935
C 3.89346 1.51197 2.09822
C 4.94493 0.70794 1.63767
C 4.65227 -0.50401 1.07597
C 3.31830 -0.86428 0.89941
N 2.31849 -0.06175 1.22522
C 2.60475 1.07912 1.88769
C 1.44616 1.76204 2.48467
N 0.25953 1.15390 2.29668
C -0.79764 1.58769 2.97249
C -0.73625 2.69445 3.80603
C 0.45666 3.36084 3.94477
C 1.58946 2.87389 3.28500
C 2.93798 3.43141 3.43660
N 3.18666 4.51089 4.11690
H 5.96805 1.04099 1.77298
H 5.43002 -1.18978 0.76113
H 3.04855 -1.81716 0.49114
H -1.71668 1.02818 2.84783
H -1.62654 3.01318 4.33346
H 0.54830 4.23771 4.57711
S -2.14783 -0.44639 -2.23498
C -1.36366 -1.58732 -3.28413
C -2.04407 -2.34094 -4.26199
C -1.37547 -3.25500 -5.05783
C -0.00074 -3.45782 -4.91644
C 0.69313 -2.73615 -3.96492
C 0.01554 -1.80837 -3.16683
As 0.87452 -0.76724 -1.79502
C 2.71274 -1.40926 -2.08706
C 3.02938 -2.71901 -1.70580
C 4.28773 -3.24768 -1.95597
C 5.24934 -2.47327 -2.60166
C 4.94139 -1.17578 -2.98829
C 3.67737 -0.64496 -2.73343
C 1.06178 1.02806 -2.49825
C 0.60118 1.38360 -3.75605
C 0.79929 2.67674 -4.21943
C 1.45856 3.62034 -3.43489
C 1.92720 3.26962 -2.17747
C 1.72692 1.97137 -1.71635
H -3.10970 -2.18856 -4.36851
H -1.92742 -3.82018 -5.80304
H 0.52394 -4.17045 -5.54246
H 1.75480 -2.89521 -3.86673
H 2.27878 -3.34130 -1.22326
H 4.51407 -4.26683 -1.65785
H 6.22837 -2.88906 -2.81771
H 5.68222 -0.57182 -3.50186
H 3.45557 0.36463 -3.04636
H 0.07483 0.65748 -4.36042
H 0.43039 2.95245 -5.20006
H 1.61482 4.62596 -3.81028
H 2.45235 3.99553 -1.56662
H 2.13292 1.69185 -0.75102
S -4.16711 -0.00188 0.64798
C -2.59584 -0.63604 0.60652
N -1.63304 0.22226 0.44586
C -2.15567 1.52205 0.23798
C -1.43725 2.67106 -0.09581
C -2.11638 3.86148 -0.24669
C -3.50702 3.92510 -0.07748
C -4.23211 2.78850 0.21190
C -3.53879 1.58666 0.35432
H -2.41895 -1.69577 0.73860
H -0.37264 2.62633 -0.28186
H -1.57018 4.75714 -0.52364
H -4.02206 4.87246 -0.20222
H -5.31162 2.82181 0.30250
C -1.13258 -2.10544 5.68001
C 0.08235 -1.52620 5.34038
C 0.47998 -1.46585 4.00786
C -0.33491 -1.96239 2.99018
C -1.53677 -2.57584 3.34877
C -1.93326 -2.64414 4.67779
N 0.03349 -1.86689 1.60197
C 0.28914 -3.08649 0.88649
C -0.28828 -3.30662 -0.36681
C -0.00189 -4.45728 -1.09254
C 0.85371 -5.41471 -0.57010
C 1.41231 -5.21695 0.69217
C 1.13655 -4.06491 1.41432
H -1.44495 -2.15650 6.71629
H 0.73573 -1.13886 6.11744
H 1.44879 -1.05007 3.74900
H -2.15369 -3.01923 2.57311
H -2.87430 -3.12213 4.93235
H -0.98683 -2.58235 -0.77718
H -0.45709 -4.59581 -2.06812
H 1.07978 -6.31151 -1.13397
H 2.07398 -5.96545 1.11456
H 1.56706 -3.91617 2.40180
```

Calculated values
- M: 977.9 g/mol
- LUMO (alpha / beta): -3.91 / -3.99 eV
- Total charge: +1
- Multiplicity: 4
- Energy relative to the best compared isomer or geometry (same formula, charge and spin): 23.6 kcal per mole
- Frontier orbital gap (alpha / beta): 4.74 / 4.66 eV
- Energy: -236594.669 eV



Below is a structure of composition C19H21N8O2S2Y, with properties calculated with ωB97M-V/def2-TZVPD.

Geometry as XYZ:
```
53
C19H21N8O2S2Y ωB97M-V/def2-TZVPD
Y 0.38500 -0.87217 0.07099
O -0.51152 2.30569 2.19439
C -0.35490 1.82151 1.09648
N 0.80260 1.25364 0.57397
C 2.02783 1.47724 1.17331
O 2.27668 2.15297 2.14450
C 3.14106 0.69326 0.50614
C 4.45745 1.09542 0.61011
C 5.42602 0.33210 -0.02430
C 5.05073 -0.81347 -0.71164
C 3.71367 -1.16316 -0.74055
N 2.76968 -0.41952 -0.14926
C -1.52501 1.66158 0.15048
C -2.54995 2.58156 0.10294
C -3.58516 2.35333 -0.79203
C -3.57283 1.20472 -1.56617
C -2.52532 0.31175 -1.42226
N -1.50502 0.53795 -0.58653
H 4.69332 1.98915 1.17009
H 6.46558 0.62943 0.01406
H 5.77585 -1.43169 -1.22104
H 3.37381 -2.05069 -1.26011
H -2.51939 3.45094 0.74408
H -4.39686 3.06296 -0.88174
H -4.36127 0.99129 -2.27323
H -2.49709 -0.61364 -1.98193
N 0.63235 -0.45214 2.92927
N -0.58822 -0.64043 3.59928
C -1.57212 -1.38489 3.08529
N -2.69454 -1.46178 3.79104
S -1.42842 -2.28340 1.64025
H 1.36122 -0.91886 3.46262
H 0.82582 0.55247 2.95377
H -0.74544 -0.07543 4.42216
H -2.81529 -0.99677 4.67758
H -3.45758 -2.01709 3.44191
C 0.75632 -7.26055 -1.76365
C 0.92990 -5.91364 -1.15033
C 1.57761 -5.65432 0.03123
C 1.62421 -4.33547 0.49154
N 1.09312 -3.33501 -0.21653
C 0.45517 -3.57739 -1.36928
S -0.24409 -2.30668 -2.25875
N 0.38039 -4.86195 -1.80702
C 2.23188 -3.97021 1.80079
H 1.35321 -7.99684 -1.23298
H 1.06103 -7.24920 -2.81080
H -0.29402 -7.55299 -1.70826
H 2.02793 -6.46182 0.58757
H -0.10830 -5.02557 -2.68032
H 2.72274 -4.81127 2.28227
H 1.41871 -3.61790 2.44309
H 2.95085 -3.15830 1.67853
```

Calculated values
- M: 546.5 g/mol
- LUMO: -6.29 eV
- Total charge: +2
- Energy relative to the best compared isomer or geometry (same formula, charge and spin): 1.5 kcal per mole
- Frontier orbital gap: 8.41 eV
- Energy: -58766.017 eV



Below is a structure of composition C10H19N3NiO10, with properties calculated with ωB97M-V/def2-TZVPD.

Geometry as XYZ:
```
43
C10H19N3NiO10 ωB97M-V/def2-TZVPD
Ni 0.47979 -0.32278 -1.72587
C -1.81918 0.08626 -2.82046
O -1.21176 -1.05161 -2.64766
O -2.46970 0.26122 -3.89364
O -1.06012 1.00119 -2.32983
N 0.92679 -3.28772 -2.66275
O 1.41733 -2.25018 -2.09841
O 0.64623 -4.26499 -1.96699
O 0.80258 -3.31215 -3.89697
N 2.43877 0.38628 -3.96822
O 1.66335 -0.25907 -4.68059
O 2.11075 0.60677 -2.75524
O 3.55580 0.74359 -4.35989
C -0.13228 -1.07856 2.85022
C -0.41377 -0.87498 1.33802
C -1.91402 -0.56550 1.18579
C -2.21078 0.91671 1.49428
C -1.16473 1.88853 0.87574
C 0.36774 1.54075 1.03553
N 0.39763 0.11268 0.63964
O 1.72303 -0.31087 0.34192
C 1.10702 2.48788 0.06765
C 0.73284 1.80581 2.49435
C -0.33099 -2.25072 0.61445
H -0.84291 -0.62135 3.53781
H -0.12662 -2.16652 2.92013
H 0.85725 -0.76627 3.19095
H -2.25295 -0.77867 0.17077
H -2.59686 -1.10574 1.84390
H -3.17571 1.32870 1.18915
H -2.30117 1.06247 2.57755
H -1.27916 2.87452 1.34106
H -1.39410 2.10087 -0.16999
H 0.89862 2.17112 -0.95905
H 2.18276 2.54411 0.21955
H 0.61151 3.45973 0.02350
H -0.05331 1.72122 3.24469
H 1.03182 2.85896 2.54203
H 1.63313 1.33897 2.90441
H 0.65306 -2.68444 0.43027
H -1.05202 -2.90691 1.09807
H -0.62780 -2.08296 -0.42560
H 2.19211 -0.35633 1.18973
```

Calculated values
- M: 400.0 g/mol
- LUMO (alpha / beta): 4.18 / 4.18 eV
- Total charge: -2
- Multiplicity: 3
- Energy relative to the best compared isomer or geometry (same formula, charge and spin): 0.0 kcal per mole
- Frontier orbital gap (alpha / beta): 5.30 / 5.46 eV
- Energy: -76658.698 eV



Below is a structure of composition C13H25ClNPmSiTm, with properties calculated with ωB97M-V/def2-TZVPD.

Geometry as XYZ:
```
43
C13H25ClNPmSiTm ωB97M-V/def2-TZVPD
Pm 1.91573 -1.30413 -3.75187
Cl 1.91985 -2.91679 -1.81579
C 2.55323 0.92302 -3.37665
C -0.23713 -1.00954 -4.63928
H 2.28292 1.49195 -4.28410
H 2.01488 1.34911 -2.50868
H 3.64378 1.00785 -3.19932
H -0.21769 -0.13254 -5.30277
H -0.92826 -0.81019 -3.79891
H -0.60810 -1.88412 -5.19895
Tm -0.31627 0.52133 1.13052
C -1.77825 -1.10769 1.90533
C -0.66796 1.73631 -0.73279
H -2.78106 -0.98141 1.45529
H -1.37054 -2.09439 1.62083
H -1.87232 -1.05175 3.00268
H -1.63032 1.66292 -1.28314
H 0.01707 2.40732 -1.28369
C 3.30392 0.02138 0.28028
Si 3.02791 0.30742 2.10172
C 2.95276 -1.33983 2.99027
C 4.24388 1.47407 2.90106
N 1.47179 1.12261 2.18965
C 0.62879 1.53605 3.21219
C 0.81175 1.12065 4.55136
C -0.30672 1.04077 5.37473
C -1.55083 1.50359 4.92565
C -1.69296 2.11748 3.68480
C -0.59707 2.17761 2.80841
H 4.38821 -0.02583 0.08510
H 2.89412 0.83558 -0.33581
H 2.86892 -0.92727 -0.06932
H 3.96726 -1.63322 3.30446
H 2.31214 -1.29798 3.88179
H 2.55897 -2.11997 2.32303
H 4.22370 2.43865 2.37190
H 3.98068 1.66052 3.95321
H 5.25980 1.05444 2.85405
H 1.79888 0.78048 4.86013
H -0.20965 0.63886 6.38164
H -2.42187 1.43069 5.58410
H -2.66162 2.53757 3.39864
H -0.62290 2.69515 1.81855
```

Calculated values
- M: 572.8 g/mol
- LUMO (alpha / beta): 1.24 / 1.22 eV
- Total charge: -1
- Multiplicity: 7
- Frontier orbital gap (alpha / beta): 2.83 / 2.97 eV
- Energy: -81858.677 eV



Below is a cluster of 2 separate species, C8H18OSi in total, with properties calculated with ωB97M-V/def2-TZVPD.

Geometry as XYZ:
```
28
C8H18OSi ωB97M-V/def2-TZVPD
C -0.40002 1.52901 1.75073
C -0.31316 0.10518 1.30382
C 1.46247 -2.60148 0.15218
C 2.14399 1.20098 -0.27002
C 0.09869 1.22583 -1.82746
C 0.08213 -1.87465 -0.20720
C 1.02193 0.42038 -0.87869
C 0.23618 -0.37245 0.15504
O -2.92370 -0.14921 -1.09096
Si -3.61661 -0.10035 0.24741
H -1.43872 1.77921 1.54568
H -0.14338 1.70527 2.87533
H -0.73486 -0.58785 1.97741
H 1.33460 -3.57613 -0.11654
H 2.18114 -2.00837 -0.45761
H 1.63387 -2.36330 1.15226
H 2.79451 1.68187 -1.05434
H 2.68918 0.45001 0.19954
H 1.75814 1.99668 0.39731
H -0.52401 1.94264 -1.28438
H -0.62031 0.55232 -2.34595
H 0.50289 1.80047 -2.68183
H -0.06297 -2.12672 -1.15556
H -0.80702 -2.20449 0.35265
H 1.44760 -0.33397 -1.53047
H -4.81504 0.82275 0.40932
H 0.19108 2.09031 1.12620
H -3.17859 -1.00392 1.25615
```

Calculated values
- M: 158.3 g/mol
- LUMO: -0.33 eV
- Total charge: 0
- Energy relative to the best compared isomer or geometry (same formula, charge and spin): 62.0 kcal per mole
- Frontier orbital gap: 8.31 eV
- SMILES string: C/C=C(/CC)C(C)C.O=[SiH2]
- Energy: -18510.487 eV



Below is an isolated molecule of C4H6N2, with properties calculated with ωB97M-V/def2-TZVPD.

Geometry as XYZ:
```
12
C4H6N2 ωB97M-V/def2-TZVPD
C -1.47411 -0.14311 0.22776
C -0.10753 0.44574 -0.20346
C 0.90668 -0.63249 -0.53737
N 2.13348 -0.49418 -0.26775
N 0.71315 2.09822 1.66176
C 0.39916 1.36825 0.82290
H -2.20065 -0.09177 -0.58992
H -1.37952 -1.19135 0.53535
H -1.87729 0.41760 1.07586
H 0.47105 -1.51382 -1.03196
H 2.66456 -1.30939 -0.57699
H -0.24898 1.04630 -1.11618
```

Calculated values
- M: 82.1 g/mol
- LUMO: 0.76 eV
- Total charge: 0
- Energy relative to the best compared isomer or geometry (same formula, charge and spin): 25.9 kcal per mole
- Frontier orbital gap: 11.48 eV
- SMILES string: [H]/N=C/[C@@H](C)C#N
- Energy: -7224.470 eV